[1]
C2H8Cl2N3OP | wB97M-V/def2-TZVPD

* lowest unoccupied orbital energy: 0.2099 eV
* energy above the lowest of the compared OMol25 structures with the same formula, charge and spin: 316.68 kJ/mol
* structure (SMILES): CNN(NC)P(=O)(Cl)Cl
* frontier orbital gap: 0.3311 hartree
* electronic energy: -43055.041 eV
* maximum force: 0.068 hartree/bohr

Geometry (Å):
C: 0.32123 -1.71850 -1.56866
N: -0.19501 -1.22577 -0.31251
N: 0.18465 0.03337 -0.01140
N: -0.11597 0.45042 1.27095
C: 1.03784 0.50705 2.14659
P: -0.75875 1.58775 -0.87173
O: -0.14625 2.85370 -0.50696
Cl: -2.65760 1.45920 -0.20033
Cl: -0.96359 1.47537 -2.88851
H: 1.37062 -1.43833 -1.63454
H: 0.23482 -2.80280 -1.56470
H: -0.20773 -1.31897 -2.43926
H: -1.19415 -1.42495 -0.19499
H: -0.89492 -0.06048 1.68705
H: 1.80950 1.07365 1.63328
H: 0.74849 1.03373 3.05423
H: 1.42683 -0.48443 2.40149

---

[2]
C2H8Cl2NSi | wB97M-V/def2-TZVPD

* lowest unoccupied orbital energy: -5.1667 eV
* energy above the lowest of the compared OMol25 structures with the same formula, charge and spin: 186.48 kJ/mol
* frontier orbital gap: 0.3422 hartree
* electronic energy: -36610.112 eV
* total charge: +1
* maximum force: 0.068 hartree/bohr

Geometry (Å):
C: 0.69383 -1.14189 0.29076
C: 1.32192 1.24163 -0.36965
N: 0.20151 0.08898 -0.33317
Si: -2.31430 -0.10900 0.41340
Cl: -2.99581 -0.57927 -1.33790
Cl: -2.30320 1.71001 1.02277
H: 1.65314 -1.45160 -0.07009
H: 0.89103 -0.89452 1.36618
H: 0.05913 -2.05742 0.23778
H: 1.88744 0.94692 0.44756
H: 1.91543 1.20558 -1.28363
H: -1.79873 -1.19094 1.13889
H: 0.08252 0.09589 -1.32987
H: 0.70609 2.13563 -0.19304

---

[3]
C2H8ClN2OP | wB97M-V/def2-TZVPD

* lowest unoccupied orbital energy: 0.7368 eV
* energy above the lowest of the compared OMol25 structures with the same formula, charge and spin: 84.82 kJ/mol
* structure (SMILES): C[C@@H](Cl)P(N)(N)=O
* frontier orbital gap: 0.3660 hartree
* electronic energy: -29043.584 eV
* maximum force: 0.089 hartree/bohr

Geometry (Å):
C: -1.41537 -1.73780 0.12176
C: -1.19325 -0.28284 -0.19401
Cl: -2.21938 0.89895 0.50095
P: 0.73978 0.43290 0.43295
N: 1.67792 0.10095 -0.91695
N: 0.87405 2.09319 0.28611
O: 0.99203 -0.15708 1.76747
H: -1.13770 -2.01825 1.03942
H: -1.19337 -2.37922 -0.71311
H: -2.49395 -1.85693 0.07068
H: -1.26750 -0.04891 -1.26399
H: 2.57470 0.52190 -0.57609
H: 1.77812 -0.86857 -1.08775
H: 1.04734 2.62760 -0.55774
H: 1.23655 2.67412 1.09031

---

[4]
C2H8FHgInO2 | wB97M-V/def2-TZVPD

* lowest unoccupied orbital energy: -22.4514 eV
* frontier orbital gap: 0.1280 hartree
* electronic energy: -18301.322 eV
* total charge: +4
* maximum force: 0.065 hartree/bohr

Geometry (Å):
Hg: -6.27659 4.39067 3.97980
In: -6.60802 8.86359 2.15252
F: -5.60436 7.62709 3.56452
C: -2.52648 5.02109 4.82714
O: -2.83113 4.18303 3.71188
H: -3.00626 5.99128 4.66645
H: -2.95964 4.66208 5.79840
H: -1.47685 5.07273 4.93127
H: -3.23729 3.39780 4.09758
C: -8.92836 6.98182 4.77392
O: -9.12245 6.67523 3.39180
H: -8.79082 6.02477 5.31936
H: -7.99800 7.50972 4.95319
H: -9.76867 7.53069 5.14340
H: -9.08837 5.70149 3.31563

---

[5]
C2H8FN4O2Tl | wB97M-V/def2-TZVPD

* lowest unoccupied orbital energy: -13.1421 eV
* energy above the lowest of the compared OMol25 structures with the same formula, charge and spin: 143.55 kJ/mol
* frontier orbital gap: 0.1773 hartree
* electronic energy: -19646.899 eV
* total charge: +2
* maximum force: 0.133 hartree/bohr

Geometry (Å):
Tl: -0.15089 -2.07323 1.42680
F: -1.77424 -0.95816 2.59943
C: 1.75072 -0.57514 -0.38738
O: 1.13774 -0.99070 0.57989
N: 1.35794 0.40412 -1.08380
N: 2.81494 -1.14567 -0.84433
H: 0.55088 1.00313 -0.98409
H: 1.93962 0.60449 -1.88481
H: 2.98746 -1.96552 -0.28027
H: 3.38164 -0.76002 -1.58611
C: -1.48345 0.34454 0.29901
O: -0.95417 -0.72589 0.31278
N: -1.36211 1.34741 -0.54685
N: -2.22964 0.70167 1.25091
H: -0.94849 1.09228 -1.43225
H: -1.89887 2.20072 -0.48490
H: -2.77938 1.53905 1.12176
H: -2.33964 -0.04316 1.92414

---

[6]
C2H8N | wB97M-V/def2-TZVPD

* lowest unoccupied orbital energy: -3.8036 eV
* energy above the lowest of the compared OMol25 structures with the same formula, charge and spin: 186.83 kJ/mol
* frontier orbital gap: 0.4298 hartree
* electronic energy: -3685.229 eV
* total charge: +1
* maximum force: 0.085 hartree/bohr

Geometry (Å):
C: 1.19038 0.10687 -0.50328
C: 0.45746 1.19051 -0.24228
H: 1.14224 -0.38841 -1.47980
H: 1.86149 -0.31892 0.25139
H: -0.21365 1.61630 -0.99695
H: 0.50560 1.68579 0.73424
N: -0.98870 -0.77842 0.44733
H: -0.98539 -0.77841 1.48532
H: -1.89885 -0.41598 0.10423
H: -0.84918 -1.74691 0.10089
H: -0.22141 -0.17240 0.09887

---

[7]
C2H8N2 | wB97M-V/def2-TZVPD

* lowest unoccupied orbital energy: 1.0511 eV
* energy above the lowest of the compared OMol25 structures with the same formula, charge and spin: 11.17 kJ/mol
* structure (SMILES): [H]/N=C/N.C
* frontier orbital gap: 0.3797 hartree
* electronic energy: -5183.622 eV
* maximum force: 0.026 hartree/bohr

Geometry (Å):
H: 0.40973 4.15152 4.23997
N: 0.58819 3.20266 3.92449
C: -0.13415 2.41656 4.62373
N: -0.14107 1.06631 4.46590
H: -0.59754 2.76047 5.55223
H: 0.27309 0.65746 3.64474
H: -0.84686 0.51875 4.92578
C: 0.07547 -2.95511 -6.24223
H: 0.42959 -2.79041 -5.23844
H: 0.78577 -2.47144 -6.91425
H: 0.06350 -4.00703 -6.52573
H: -0.90573 -2.54974 -6.45618

---

[8]
C2H8N2 | wB97M-V/def2-TZVPD

* lowest unoccupied orbital energy: 1.1483 eV
* energy above the lowest of the compared OMol25 structures with the same formula, charge and spin: 47.93 kJ/mol
* structure (SMILES): NCCN
* frontier orbital gap: 0.3765 hartree
* electronic energy: -5183.241 eV
* maximum force: 0.045 hartree/bohr

Geometry (Å):
N: -1.48334 -0.02718 -0.53663
C: -0.65901 0.79738 0.30857
C: 0.78871 0.34314 0.15612
N: 0.87307 -1.08020 0.35843
H: -1.42681 -1.01503 -0.29840
H: -1.13546 0.09103 -1.45133
H: -0.92140 0.62472 1.41879
H: -0.77228 1.86479 0.10631
H: 1.24831 0.55368 -0.87119
H: 1.42139 0.77353 0.88768
H: 0.19841 -1.50520 -0.28061
H: 1.86841 -1.42065 0.20226

---

[9]
C2H8N2 | wB97M-V/def2-TZVPD

* lowest unoccupied orbital energy (alpha / beta): 0.8219 / 0.8219 eV
* energy above the lowest of the compared OMol25 structures with the same formula, charge and spin: 533.77 kJ/mol
* frontier orbital gap (alpha / beta): 0.3141 / 0.3141 hartree
* electronic energy: -5178.206 eV
* maximum force: 0.076 hartree/bohr

Geometry (Å):
C: -0.48333 -0.00966 0.27167
C: 0.01115 -0.94868 -1.52837
N: 0.84116 0.05587 0.00595
N: 0.15591 1.00677 1.79435
H: 1.04893 0.95758 -0.42446
H: 0.56253 0.47840 2.56308
H: -0.00088 1.98098 2.05496
H: -1.21392 0.71197 -0.07953
H: -0.85206 -0.89999 0.76558
H: -1.04697 -1.02885 -1.77626
H: 0.53410 -0.37651 -2.28922
H: 0.44337 -1.92790 -1.35775

---

[10]
C2H8N2 | wB97M-V/def2-TZVPD

* lowest unoccupied orbital energy: 1.1431 eV
* energy above the lowest of the compared OMol25 structures with the same formula, charge and spin: 92.12 kJ/mol
* structure (SMILES): [H]/N=C/N.C
* frontier orbital gap: 0.3764 hartree
* electronic energy: -5182.783 eV
* maximum force: 0.046 hartree/bohr

Geometry (Å):
H: 0.43039 6.26119 -1.68093
N: -0.08734 5.58757 -1.12052
C: -0.16890 4.41741 -1.62271
N: -0.19591 3.29823 -0.81096
H: -0.47504 4.23795 -2.66118
H: -0.89598 2.66557 -1.16259
H: 0.05181 3.55544 0.13174
C: 0.24533 -6.05227 1.86899
H: 0.67104 -5.11054 2.21042
H: -0.84187 -6.12065 2.10736
H: 0.27164 -5.90782 0.78065
H: 0.99483 -6.83208 1.95973

---

[11]
C2H8N2 | wB97M-V/def2-TZVPD

* lowest unoccupied orbital energy: 1.0966 eV
* energy above the lowest of the compared OMol25 structures with the same formula, charge and spin: 157.05 kJ/mol
* structure (SMILES): C=N.CN
* frontier orbital gap: 0.3709 hartree
* electronic energy: -5182.110 eV
* maximum force: 0.045 hartree/bohr

Geometry (Å):
C: 1.86191 -0.50136 -1.79516
N: 0.90940 -1.33689 -1.76117
H: 2.81357 -0.81842 -1.36145
H: 1.91455 0.32393 -2.51478
H: -0.01560 -0.92353 -1.87672
C: -1.19917 -0.05554 1.43669
N: -0.59626 1.23496 1.12798
H: -2.29446 -0.01587 1.41206
H: -0.89570 -0.40754 2.42387
H: -0.95706 -0.89043 0.78054
H: -0.96813 1.51012 0.23430
H: -0.57307 1.88058 1.89383

---

[12]
C2H8N2 | wB97M-V/def2-TZVPD

* lowest unoccupied orbital energy (alpha / beta): -4.8013 / -9.5786 eV
* energy above the lowest of the compared OMol25 structures with the same formula, charge and spin: 265.37 kJ/mol
* expectation value of S²: 0.778
* 2S+1: 2
* frontier orbital gap (alpha / beta): 0.3485 / 0.1729 hartree
* electronic energy: -5173.217 eV
* total charge: +1
* maximum force: 0.077 hartree/bohr

Geometry (Å):
C: 2.81966 -3.42001 -1.09326
H: 3.08535 -3.50431 0.04696
H: 1.78889 -3.74481 -1.01050
H: 2.84196 -2.39141 -1.39564
H: 3.28515 -4.13505 -1.79958
N: -1.49713 2.94393 1.54283
C: -2.32558 2.35784 0.62489
N: -1.84432 1.76417 -0.35992
H: -1.49408 3.80323 2.09238
H: -0.78672 2.20256 1.86549
H: -3.36247 2.63232 0.55978
H: -2.51070 1.49155 -1.07343

---

[13]
C2H8N2O | wB97M-V/def2-TZVPD

* lowest unoccupied orbital energy (alpha / beta): 3.3716 / 3.2657 eV
* energy above the lowest of the compared OMol25 structures with the same formula, charge and spin: 238.43 kJ/mol
* expectation value of S²: 0.753
* 2S+1: 2
* frontier orbital gap (alpha / beta): 0.0821 / 0.2276 hartree
* electronic energy: -7228.343 eV
* total charge: -1
* maximum force: 0.109 hartree/bohr

Geometry (Å):
O: -1.11876 4.30618 -0.35374
C: -1.37771 4.32515 0.84783
H: -1.72940 5.32807 1.30495
H: -1.26019 3.45055 1.47967
N: 0.78719 -3.25973 -0.21162
C: 1.10405 -1.82599 -0.58999
N: 0.19294 -0.77762 -0.30344
H: 0.35782 -3.63240 -0.95413
H: 0.41746 -3.32409 0.71480
H: 1.26541 -1.69908 -1.75317
H: 1.99037 -1.34572 -0.05328
H: 0.01048 -0.54098 0.65693
H: -0.63966 -1.00433 -0.78479

---

[14]
C2H8N2O | wB97M-V/def2-TZVPD

* lowest unoccupied orbital energy: 0.9866 eV
* energy above the lowest of the compared OMol25 structures with the same formula, charge and spin: 218.16 kJ/mol
* structure (SMILES): N/C=C/N.O
* frontier orbital gap: 0.3147 hartree
* electronic energy: -7230.067 eV
* maximum force: 0.092 hartree/bohr

Geometry (Å):
N: 0.93630 0.44297 2.14664
C: 0.47156 -0.16172 1.01637
C: -0.62603 0.25262 0.26850
N: -1.18336 -0.48608 -0.80263
H: 1.14594 -0.26483 2.81304
H: 0.22046 0.97521 2.69715
H: 1.14796 -1.00938 0.72583
H: -1.21516 1.18386 0.53591
H: -0.98138 -1.44747 -0.55252
H: -2.16634 -0.35015 -0.71963
O: 0.84113 -0.06842 -2.91988
H: 0.28246 -0.00821 -2.17801
H: 1.12646 0.94159 -3.03074

---

[15]
C2H8N2O | wB97M-V/def2-TZVPD

* lowest unoccupied orbital energy: 0.9566 eV
* energy above the lowest of the compared OMol25 structures with the same formula, charge and spin: 200.53 kJ/mol
* structure (SMILES): N/C=C/N.O
* frontier orbital gap: 0.3188 hartree
* electronic energy: -7230.249 eV
* maximum force: 0.042 hartree/bohr

Geometry (Å):
N: 1.41035 -0.99974 0.69389
C: 1.00204 0.07199 -0.07624
C: -0.07133 0.84931 0.00644
N: -0.41638 1.91785 -0.89375
H: 0.85572 -1.09922 1.52852
H: 1.88312 -1.81899 0.37712
H: 1.69908 0.21020 -0.90778
H: -0.74098 0.80934 0.85286
H: -0.93148 1.51693 -1.67411
H: 0.40450 2.29772 -1.35355
O: -1.53221 -1.46521 0.71474
H: -1.43208 -1.52732 -0.23530
H: -2.13036 -0.76285 0.96715

---

[16]
C2H8N2O | wB97M-V/def2-TZVPD

* lowest unoccupied orbital energy: 0.8867 eV
* energy above the lowest of the compared OMol25 structures with the same formula, charge and spin: 252.94 kJ/mol
* structure (SMILES): [H]/N=C/NC.O
* frontier orbital gap: 0.3765 hartree
* electronic energy: -7229.706 eV
* maximum force: 0.096 hartree/bohr

Geometry (Å):
H: -1.21248 0.33494 -2.29249
N: -0.91325 0.33634 -1.31569
C: -0.34995 -0.77656 -1.05326
N: 0.16891 -1.10930 0.23629
C: 1.63169 -0.94954 0.56571
H: 0.27960 -1.29580 -1.77783
H: -0.48214 -0.79076 0.95182
H: 2.31487 -0.77871 -0.44040
H: 1.60014 0.05514 1.06416
H: 2.05722 -1.72766 1.11745
O: -1.69385 2.61042 1.17317
H: -2.21144 2.33500 0.35223
H: -1.18932 1.75650 1.41883

---

[17]
C2H8N2O | wB97M-V/def2-TZVPD

* lowest unoccupied orbital energy: 0.4676 eV
* energy above the lowest of the compared OMol25 structures with the same formula, charge and spin: 435.15 kJ/mol
* frontier orbital gap: 0.3492 hartree
* electronic energy: -7227.818 eV
* maximum force: 0.090 hartree/bohr

Geometry (Å):
N: -0.79769 0.85373 2.22143
C: -1.39110 0.70183 0.94542
N: -0.68092 0.43683 -0.16807
H: 0.07699 0.45205 2.15532
H: -1.25362 0.55472 3.10472
H: -2.44448 1.01796 0.95422
H: 0.75522 -0.37875 -0.36372
H: -0.54059 1.54692 0.20055
C: 1.12962 -1.01254 -2.12755
O: 1.51774 -0.91056 -0.73713
H: 1.28250 -2.04318 -2.47584
H: 0.08220 -0.65856 -2.24617
H: 1.81899 -0.37636 -2.71281

---

[18]
C2H8N2O | wB97M-V/def2-TZVPD

* lowest unoccupied orbital energy: 0.6292 eV
* energy above the lowest of the compared OMol25 structures with the same formula, charge and spin: 184.68 kJ/mol
* structure (SMILES): C/N=C\N.O
* frontier orbital gap: 0.3213 hartree
* electronic energy: -7230.414 eV
* maximum force: 0.043 hartree/bohr

Geometry (Å):
C: -0.12574 -1.82629 -0.59629
N: 0.56953 -1.25890 0.54586
C: 0.39933 -0.35469 1.41009
N: -0.62563 0.55707 1.44297
H: 0.33157 -2.77783 -0.85554
H: 0.02346 -1.08931 -1.40255
H: -1.17688 -1.99846 -0.38229
H: 0.94381 -0.56806 2.33608
H: -0.82957 0.94557 0.52916
H: -0.58566 1.28397 2.14056
O: 0.10731 2.19738 -1.43765
H: 1.02857 2.01916 -1.62758
H: -0.06012 2.87037 -2.10281